# 1
A structure of composition C3H5NO4 at a distorted geometry. Source: OMol25; level of theory: ωB97M-V with the def2-TZVPD basis set.

Geometry as XYZ:
```
13
Properties=species:S:1:pos:R:3
C -0.71516 0.87864 -0.01202
C 1.24220 -0.17737 0.91668
C 1.51623 -0.33578 -0.74888
H -1.41552 -1.64732 -0.00705
H -2.33664 0.70273 -1.42757
H 1.33085 -1.28455 1.67492
H 2.00577 0.59618 1.60060
H 2.70118 0.34889 -1.25836
N -2.13859 0.48745 -0.28994
O -2.38176 -1.00813 0.10824
O -0.23407 2.01163 -0.31879
O -0.14007 0.13740 1.07510
O 0.56559 -0.70979 -1.31292
```

Output
energy relative to the best compared isomer or geometry (same formula, charge and spin): 185.1 kcal/mol
orbital gap: 10.34 eV
charge: 0
LUMO level: -0.13 eV

Atom charges from the natural (NBO) analysis, given in e for atoms 1 to 5:
1 C 0.854
2 C -0.199
3 C 0.467
4 H 0.474
5 H 0.399



# 2
A cluster of 2 separate species, C3H5NO4 in total at a distorted geometry. Source: OMol25; level of theory: ωB97M-V with the def2-TZVPD basis set.

Geometry as XYZ:
```
13
Properties=species:S:1:pos:R:3
O 0.17561 -1.61070 0.15739
C -0.49905 -0.62373 0.09219
C -1.19615 0.27047 1.11669
O -1.59323 1.07257 -0.00088
C -1.05630 0.24129 -1.01400
H -2.09625 -0.26164 1.50964
H -0.63257 0.66714 1.86581
H -0.29543 0.78412 -1.56543
H -1.67202 -0.08997 -1.79444
O 2.17033 1.43455 -0.35390
N 1.75462 0.37731 -0.12003
O 2.64218 -0.66451 0.08567
H 2.29826 -1.59690 0.02127
```

Output
energy relative to the best compared isomer or geometry (same formula, charge and spin): 137.5 kcal/mol
orbital gap: 10.39 eV
charge: 0
LUMO level: 0.30 eV
structure (SMILES): O=C1COC1.O=NO

Atom charges from the natural (NBO) analysis, given in e for atoms 1 to 5:
1 O -0.566
2 C 0.610
3 C -0.170
4 O -0.517
5 C -0.189



# 3
A structure of composition C3H5NO4 at a distorted geometry. Source: OMol25; level of theory: ωB97M-V with the def2-TZVPD basis set.

Geometry as XYZ:
```
13
Properties=species:S:1:pos:R:3
C -0.95703 0.64344 -0.71534
C 1.04766 0.83079 0.35125
C 1.61921 -0.48344 -0.13070
H -2.52585 -1.28314 0.66212
H -1.57424 1.10804 -1.42974
H 0.74817 0.65125 1.48613
H 2.02380 1.41734 0.50946
H -0.19808 -1.39423 0.41489
N -1.29351 -0.19824 0.19594
O -2.48105 -0.73444 -0.20057
O 0.08903 1.49529 -0.36361
O 0.71642 -1.54756 -0.37860
O 2.78547 -0.50511 -0.40122
```

Output
energy relative to the best compared isomer or geometry (same formula, charge and spin): 120.5 kcal/mol
orbital gap: 10.07 eV
charge: 0
LUMO level: 0.30 eV

Atom charges from the natural (NBO) analysis, given in e for atoms 1 to 5:
1 C 0.375
2 C -0.214
3 C 0.750
4 H 0.483
5 H 0.199



# 4
The molecule C3H5NOS at a distorted geometry. Source: OMol25; level of theory: ωB97M-V with the def2-TZVPD basis set.

Geometry as XYZ:
```
11
Properties=species:S:1:pos:R:3
C -1.72480 -2.15008 -0.02339
C -1.43835 -0.94372 0.07548
C 0.68527 0.86339 -0.03360
N 2.01207 0.32921 0.26314
O -1.98061 1.56437 -0.60114
S -1.47080 0.76751 0.55806
H -1.95949 -3.12716 -0.34983
H 2.71951 0.89976 0.67889
H 0.50361 0.51544 -1.07156
H 0.61908 1.85437 -0.19759
H 2.03454 -0.57309 0.70154
```

Output
energy relative to the best compared isomer or geometry (same formula, charge and spin): 126.0 kcal/mol
orbital gap: 8.86 eV
charge: 0
LUMO level: 0.25 eV

Atom charges from the natural (NBO) analysis, given in e for atoms 1 to 5:
1 C -0.180
2 C -0.336
3 C -0.274
4 N -0.822
5 O -0.912



# 5
A cluster of 2 separate species, C3H5NOS in total at a distorted geometry. Source: OMol25; level of theory: ωB97M-V with the def2-TZVPD basis set.

Geometry as XYZ:
```
11
Properties=species:S:1:pos:R:3
C -0.65892 1.35531 0.78440
C -1.15623 0.59208 -0.01044
C -1.75721 -0.25594 -0.94407
H 0.04938 1.83607 1.36892
H -1.74142 0.08869 -1.95491
H -1.10895 -1.12175 -0.63461
H -2.82553 -0.54809 -0.73499
O 1.81441 -0.06630 0.12430
N 2.54158 -0.81874 1.00394
S 3.71616 -1.52704 0.42234
H 1.12672 0.46572 0.57514
```

Output
energy relative to the best compared isomer or geometry (same formula, charge and spin): 132.0 kcal/mol
orbital gap: 8.25 eV
charge: 0
LUMO level: -0.49 eV
structure (SMILES): C#CC.ON=S

Atom charges from the natural (NBO) analysis, given in e for atoms 1 to 5:
1 C -0.322
2 C 0.053
3 C -0.711
4 H 0.232
5 H 0.251



# 6
The molecule C3H5NOS at a distorted geometry. Source: OMol25; level of theory: ωB97M-V with the def2-TZVPD basis set.

Geometry as XYZ:
```
11
Properties=species:S:1:pos:R:3
C 2.49336 0.46541 0.19382
N 2.07509 -0.82291 -0.31946
S 0.29173 -1.20156 0.06886
C -0.70597 0.18942 0.09895
C -2.10299 -0.43230 -0.06164
O -0.38863 1.32824 -0.19678
H 3.50350 0.47010 -0.47006
H 1.85837 1.41775 0.86662
H -2.54383 -0.20390 0.85649
H -2.42262 0.34690 -0.75077
H -2.05801 -1.55715 -0.28603
```

Output
energy relative to the best compared isomer or geometry (same formula, charge and spin): 108.0 kcal/mol
orbital gap: 9.57 eV
charge: 0
LUMO level: 0.10 eV
structure (SMILES): C=NSC(C)=O

Atom charges from the natural (NBO) analysis, given in e for atoms 1 to 5:
1 C -0.141
2 N -0.525
3 S 0.358
4 C 0.354
5 C -0.722



# 7
A structure of composition C3H5NOS at a distorted geometry. Source: OMol25; level of theory: ωB97M-V with the def2-TZVPD basis set.

Geometry as XYZ:
```
11
Properties=species:S:1:pos:R:3
C -0.30096 0.31456 -0.39615
C -1.14060 0.97824 1.76100
C 0.70728 -0.75008 -0.31582
N -0.88460 0.21328 0.86385
O 0.16877 -1.99935 2.08863
S -0.43751 -1.74389 0.76940
H -1.01475 -0.03968 -1.03667
H -1.29489 0.52671 2.82836
H 1.04636 -1.19578 -1.21048
H 1.63357 -0.71025 0.14148
H 0.10900 1.34271 -0.61642
```

Output
energy relative to the best compared isomer or geometry (same formula, charge and spin): 118.7 kcal/mol
orbital gap (spin up / spin down): 7.93 / 7.93 eV
charge: 0
LUMO level (spin up / spin down): 0.11 / 0.11 eV

Atom charges from the natural (NBO) analysis, given in e for atoms 1 to 5:
1 C -0.255
2 C -0.016
3 C -0.599
4 N -0.461
5 O -0.908



# 8
The molecule C3H5NOS at a distorted geometry. Source: OMol25; level of theory: ωB97M-V with the def2-TZVPD basis set.

Geometry as XYZ:
```
11
Properties=species:S:1:pos:R:3
C 0.92776 -0.26725 -0.81367
N -0.11827 -0.10191 0.15835
C 0.21974 0.10012 1.40814
O -0.60808 0.11989 2.28940
C -1.37583 0.18829 -0.27284
S -2.04864 0.10787 -1.75473
H 0.87386 0.51755 -1.65311
H 1.86669 -0.03526 -0.33809
H 0.99963 -1.20525 -1.31012
H 1.29991 0.11034 1.69826
H -2.03677 0.46561 0.58839
```

Output
energy relative to the best compared isomer or geometry (same formula, charge and spin): 26.7 kcal/mol
orbital gap: 8.66 eV
charge: 0
LUMO level: -0.29 eV
structure (SMILES): CN(C=O)C=S

Atom charges from the natural (NBO) analysis, given in e for atoms 1 to 5:
1 C -0.422
2 N -0.463
3 C 0.535
4 O -0.561
5 C -0.086



# 9
The molecule C3H5NOS2 at a distorted geometry. Source: OMol25; level of theory: ωB97M-V with the def2-TZVPD basis set.

Geometry as XYZ:
```
12
Properties=species:S:1:pos:R:3
O -2.77840 -0.78605 -0.09443
N -1.42252 -0.71415 -0.27356
C -0.87299 0.25621 0.31041
C 0.61118 0.36314 0.42280
S 1.12419 2.00008 -0.29613
C 1.27217 -0.68676 -0.45615
S 2.51133 -1.59031 -0.01076
H -3.09129 -1.34782 -0.79278
H -1.39754 0.98507 0.88886
H 0.91853 0.20308 1.38263
H 2.18446 2.07734 0.43388
H 0.94087 -0.75982 -1.51476
```

Output
energy relative to the best compared isomer or geometry (same formula, charge and spin): 68.5 kcal/mol
orbital gap: 8.57 eV
charge: 0
LUMO level: -0.20 eV
structure (SMILES): O/N=C/[C@H](S)C=S

Atom charges from the natural (NBO) analysis, given in e for atoms 1 to 5:
1 O -0.546
2 N -0.117
3 C 0.029
4 C -0.419
5 S 0.005



# 10
The molecule C3H5NOS2 at a distorted geometry. Source: OMol25; level of theory: ωB97M-V with the def2-TZVPD basis set.

Geometry as XYZ:
```
12
Properties=species:S:1:pos:R:3
C -0.52742 1.72469 -1.99688
N -0.51858 2.14473 -0.79152
S -0.66738 1.11945 0.46607
C -0.06027 -0.52646 0.06671
O 0.41948 -0.96038 -1.01207
C -0.05091 -1.42739 1.33280
S 1.53580 -1.34027 1.89294
H -0.40189 2.61761 -2.54713
H -0.30353 0.69859 -2.48926
H 0.21997 -2.52099 0.93791
H -0.95928 -1.46755 1.96879
H 1.31402 -0.06204 2.17165
```

Output
energy relative to the best compared isomer or geometry (same formula, charge and spin): 69.3 kcal/mol
orbital gap: 9.36 eV
charge: 0
LUMO level: 0.17 eV
structure (SMILES): C=NSC(=O)CS

Atom charges from the natural (NBO) analysis, given in e for atoms 1 to 5:
1 C -0.054
2 N -0.580
3 S 0.454
4 C 0.348
5 O -0.573



- Which value of charge does entry 3 give?
  0



- Look up the charge of the tenth one.
  0



- Which formula does entry 8 have?
  C3H5NOS